Record 1
ORCA calculation (ωB97M-V/def2-TZVPD) on 8 unconnected molecules or ions with the total composition C34H66N5O15 at a distorted geometry.

Results
Kohn-Sham gap (alpha / beta) = 2.685 / 4.668 eV
Charge = -2
HOMO (alpha / beta) = -0.60 / -2.59 eV
2S+1 = 2
Expectation value of S² = 0.776
Energy = -74485.032 eV
Largest force on an atom = 0.0661 hartree/bohr

The geometry in XYZ format:
```
120
Properties=species:S:1:pos:R:3:lowdin_spin:R:1
C -17.96 14.69 7.96 0.000
C -18.33 13.20 7.77 0.000
O -19.41 12.86 8.25 0.000
O -17.51 12.48 7.21 0.000
H -18.21 14.92 8.99 0.000
H -18.62 15.23 7.28 0.000
H -16.89 14.79 7.79 0.000
C -14.74 8.96 9.20 0.000
C -16.14 8.89 8.54 0.000
C -16.68 7.52 8.75 0.000
O -17.73 7.43 7.84 0.000
C -18.04 6.09 7.59 0.000
N -16.98 9.94 9.15 0.002
H -14.19 9.84 8.84 0.000
H -14.16 8.04 9.17 0.000
H -14.87 9.09 10.28 0.000
H -16.01 9.17 7.49 0.000
H -16.97 7.31 9.78 0.000
H -15.91 6.75 8.62 0.000
H -17.50 5.58 6.79 0.000
H -19.08 5.93 7.34 0.000
H -17.87 5.59 8.54 0.000
H -16.47 10.79 9.34 0.000
H -16.99 9.68 10.13 0.000
C -18.85 20.15 10.82 0.000
C -19.26 19.01 9.87 0.000
C -18.42 17.75 9.81 0.000
O -18.39 17.21 11.16 0.000
C -17.14 16.51 11.39 0.000
N -20.61 18.61 10.31 0.000
H -17.78 20.24 10.63 0.000
H -18.83 19.98 11.90 0.000
H -19.25 21.17 10.73 0.000
H -19.30 19.36 8.84 0.000
H -17.39 17.90 9.50 0.000
H -18.88 17.05 9.11 0.000
H -16.33 17.23 11.53 0.000
H -16.94 15.72 10.66 0.000
H -17.23 16.15 12.42 0.000
H -20.58 18.52 11.31 0.000
H -20.77 17.66 10.01 0.000
C -19.67 13.91 4.44 0.000
C -20.59 12.76 4.96 0.000
C -21.94 12.86 4.15 0.000
O -22.66 11.64 4.27 0.000
C -24.09 11.68 4.14 0.000
N -19.91 11.55 4.69 0.000
H -19.30 13.96 3.42 0.000
H -18.68 13.98 4.88 0.000
H -20.32 14.79 4.51 0.000
H -20.84 12.68 6.02 0.000
H -21.85 13.15 3.10 0.000
H -22.58 13.62 4.60 0.000
H -24.33 12.21 3.22 0.000
H -24.65 12.22 4.90 0.000
H -24.46 10.66 4.05 0.000
H -20.34 11.18 3.86 0.000
H -19.00 11.87 4.39 0.000
C -23.84 7.73 5.28 0.000
C -22.71 8.65 5.72 0.000
C -23.15 9.57 6.90 0.000
O -22.27 10.63 7.19 0.000
C -22.88 11.58 8.12 0.000
N -21.43 8.00 6.01 0.000
H -24.67 8.35 4.96 0.000
H -24.16 7.01 6.04 0.000
H -23.61 7.07 4.44 0.000
H -22.50 9.33 4.89 0.000
H -23.47 9.09 7.83 0.000
H -24.12 9.91 6.55 0.000
H -22.99 11.14 9.12 0.000
H -23.86 11.97 7.85 0.000
H -22.31 12.49 8.29 0.000
H -21.08 7.67 5.12 0.000
H -21.84 7.13 6.33 0.000
C -14.85 17.51 5.55 0.000
C -16.10 16.76 5.15 0.000
C -17.26 17.54 5.79 0.000
O -18.49 16.92 5.41 0.000
C -19.69 17.48 5.87 0.000
N -16.18 16.71 3.72 0.000
H -14.53 17.55 6.59 0.000
H -14.92 18.51 5.14 0.000
H -14.05 17.05 4.98 0.000
H -16.19 15.75 5.55 0.000
H -17.27 18.58 5.47 0.000
H -17.31 17.52 6.88 0.000
H -20.47 16.82 5.49 0.000
H -19.79 18.54 5.66 0.000
H -19.85 17.46 6.95 0.000
H -16.97 16.08 3.78 0.000
H -16.57 17.59 3.40 0.000
C -23.03 14.28 10.82 0.000
C -21.93 14.66 10.13 0.000
C -21.94 15.38 8.82 0.000
O -20.98 15.98 8.30 0.000
C -23.26 15.31 8.26 0.000
C -24.36 15.09 8.96 0.000
C -24.33 14.64 10.36 0.000
O -25.27 14.56 11.14 0.000
O -25.60 15.15 8.36 0.000
O -20.73 14.25 10.59 0.000
H -22.86 13.81 11.78 0.000
H -23.29 15.60 7.22 0.000
H -26.24 14.87 9.03 0.000
H -20.14 14.03 9.86 0.000
C -14.02 13.92 10.66 0.037
C -12.84 14.64 10.42 0.103
C -12.18 14.62 9.10 0.126
O -11.04 15.19 8.83 0.218
C -12.86 13.84 8.02 0.004
C -14.01 13.16 8.29 0.089
C -14.71 13.14 9.57 0.128
O -15.75 12.49 9.87 0.231
O -14.60 12.55 7.26 0.033
O -12.21 15.36 11.39 0.026
H -14.44 13.85 11.65 0.000
H -12.42 13.75 7.04 -0.002
H -15.55 12.48 7.42 0.000
H -11.72 16.09 11.00 0.001
```


Record 2
ORCA calculation (ωB97M-V/def2-TZVPD) on 19 unconnected molecules or ions with the total composition C34H67Cl36NO2 at a distorted geometry.

Results
Kohn-Sham gap = 9.820 eV
HOMO = -9.95 eV
Energy = -492736.098 eV
Largest force on an atom = 0.0400 hartree/bohr

The geometry in XYZ format:
```
140
Properties=species:S:1:pos:R:3:mulliken_charge:R:1
C 6.60 0.66 0.58 -0.874
C 7.00 1.77 -0.44 -0.152
C 6.52 3.14 0.18 0.142
C 5.56 3.85 -0.85 -0.979
C 4.15 3.18 -0.78 -0.062
C 2.96 4.19 -0.57 -0.705
C 1.98 3.55 0.46 -0.591
C 0.53 4.10 0.41 -0.707
C -0.31 3.46 1.57 -0.482
C -1.76 4.07 1.64 -0.920
C -2.90 3.03 1.44 -0.811
C -3.26 2.80 -0.08 -0.625
C -2.56 1.51 -0.51 -0.150
O -2.62 1.24 -1.93 -0.465
C -1.79 0.25 -2.33 0.510
O -1.50 0.20 -3.48 -0.659
C -1.26 -0.85 -1.40 0.738
C 0.11 -1.36 -1.94 -0.776
N 1.06 -1.58 -1.14 -0.459
H 6.86 0.93 1.62 0.035
H 5.50 0.58 0.51 0.296
H 7.04 -0.32 0.31 0.408
H 8.09 1.73 -0.59 0.298
H 6.43 1.59 -1.37 0.139
H 5.98 2.92 1.12 0.479
H 7.41 3.77 0.37 -0.554
H 6.02 3.64 -1.83 0.331
H 5.54 4.94 -0.68 0.274
H 4.17 2.50 0.09 0.087
H 3.97 2.53 -1.66 0.233
H 2.45 4.40 -1.53 0.359
H 3.39 5.14 -0.23 0.324
H 1.93 2.47 0.25 0.269
H 2.37 3.69 1.49 0.300
H 0.47 5.20 0.58 0.371
H 0.00 3.84 -0.52 0.243
H -0.34 2.37 1.42 0.069
H 0.26 3.63 2.50 0.628
H -1.87 4.48 2.67 0.340
H -1.82 4.93 0.95 0.439
H -3.80 3.34 1.99 0.453
H -2.50 2.07 1.82 0.343
H -3.02 3.67 -0.70 0.408
H -4.35 2.62 -0.10 0.275
H -1.49 1.56 -0.23 0.074
H -2.96 0.63 0.04 0.296
H -1.98 -1.69 -1.34 0.313
H -1.08 -0.53 -0.35 -0.381
H 0.25 -1.53 -3.00 0.806
H 0.78 -1.38 -0.17 0.023
C -5.31 -0.99 -2.36 -0.523
Cl -5.23 -0.68 -0.62 -0.057
Cl -4.90 -2.66 -2.74 -0.137
H -6.31 -0.78 -2.71 0.492
H -4.60 -0.33 -2.86 0.260
C -7.04 -2.28 2.48 -0.037
Cl -7.61 -3.68 3.39 -0.194
Cl -6.85 -0.87 3.53 -0.152
H -6.09 -2.52 2.03 0.307
H -7.77 -2.04 1.71 0.047
C -11.17 -2.31 4.45 0.102
Cl -10.95 -0.56 4.41 -0.154
Cl -11.88 -2.84 5.98 -0.157
H -11.83 -2.60 3.64 0.315
H -10.20 -2.79 4.33 -0.099
C -0.41 -5.05 -3.93 -0.004
Cl -1.06 -6.44 -3.03 -0.185
Cl -0.15 -3.65 -2.88 0.004
H 0.53 -5.34 -4.38 0.320
H -1.13 -4.76 -4.69 -0.102
C 3.32 -2.48 2.14 -0.325
Cl 4.99 -1.94 1.99 -0.135
Cl 2.28 -1.11 2.53 -0.158
H 3.00 -2.91 1.20 0.369
H 3.25 -3.21 2.94 0.182
C -0.97 -3.74 2.36 -0.411
Cl -1.07 -2.12 1.66 -0.009
Cl 0.68 -4.36 2.27 -0.116
H -1.28 -3.70 3.40 0.311
H -1.63 -4.41 1.81 0.291
C 9.26 6.51 1.13 -0.288
Cl 7.80 6.99 0.26 -0.139
Cl 9.08 4.92 1.88 -0.123
H 10.09 6.47 0.42 0.270
H 9.46 7.24 1.90 0.291
C -2.22 -1.42 -6.51 0.491
Cl -3.64 -0.72 -7.29 -0.175
Cl -2.56 -3.04 -5.88 -0.214
H -1.42 -1.48 -7.23 0.007
H -1.93 -0.78 -5.68 -0.103
C -1.90 -1.21 -11.01 0.291
Cl -0.53 -1.16 -9.89 -0.159
Cl -2.19 -2.85 -11.60 -0.183
H -2.79 -0.86 -10.49 -0.085
H -1.68 -0.56 -11.85 0.130
C 2.33 -2.82 5.92 0.356
Cl 3.66 -2.58 7.06 -0.095
Cl 2.17 -4.52 5.46 -0.177
H 1.41 -2.49 6.38 0.130
H 2.53 -2.23 5.03 -0.200
C -7.65 -0.63 7.22 -0.162
Cl -6.29 -0.40 8.33 -0.171
Cl -7.80 -2.31 6.72 -0.117
H -8.56 -0.32 7.72 0.290
H -7.48 -0.02 6.34 0.151
C 7.41 -0.91 5.15 0.048
Cl 7.24 0.70 4.46 -0.155
Cl 9.08 -1.49 5.04 -0.174
H 7.12 -0.88 6.19 0.207
H 6.76 -1.60 4.61 0.044
C 5.20 -3.72 10.46 -0.109
Cl 5.87 -5.23 11.08 -0.162
Cl 6.35 -2.87 9.42 -0.139
H 4.31 -3.94 9.89 0.119
H 4.95 -3.07 11.30 0.280
C -8.30 -4.11 -1.01 -0.276
Cl -8.08 -2.36 -1.04 -0.141
Cl -9.02 -4.64 0.51 -0.127
H -8.95 -4.40 -1.83 0.362
H -7.33 -4.58 -1.12 0.205
C 5.72 -1.82 -2.61 -0.383
Cl 7.39 -1.27 -2.79 -0.159
Cl 4.63 -0.49 -2.21 -0.055
H 5.40 -2.26 -3.55 0.345
H 5.68 -2.56 -1.82 0.242
C 0.62 2.41 -11.45 -0.244
Cl -0.80 1.52 -12.01 -0.126
Cl 1.56 3.05 -12.80 -0.161
H 0.28 3.24 -10.83 0.287
H 1.24 1.74 -10.87 0.230
C 0.72 -0.61 9.05 -0.364
Cl 1.44 -2.12 9.63 -0.110
Cl 1.82 0.28 7.99 -0.117
H -0.18 -0.84 8.50 0.272
H 0.48 0.02 9.90 0.333
C -4.60 3.14 -10.74 -0.378
Cl -4.01 1.53 -10.30 -0.045
Cl -3.43 4.00 -11.75 -0.138
H -5.53 3.04 -11.29 0.283
H -4.76 3.72 -9.83 0.292
```